(1)
A structure of composition C3H2FGaO2 in a non-equilibrium geometry. Source: the Open Molecules 2025 dataset; level of theory: ωB97M-V/def2-TZVPD.

Geometry as XYZ:
```
9
Properties=species:S:1:pos:R:3
O 1.022 -1.287 -0.158
C 1.567 -1.998 -2.152
C 0.280 -2.076 0.509
O 0.798 -2.879 -2.292
C -0.752 -2.809 -0.194
F 1.000 -2.895 1.382
H -1.293 -2.325 -1.014
H -0.771 -3.884 0.013
Ga -2.052 -1.950 1.428
```

Results
**Total charge**: +1
**LUMO (alpha / beta)**: -6.80 / -8.30 eV
**HOMO level (alpha / beta)**: -15.3545 / -15.7764 eV
**2S+1**: 2
**⟨S²⟩**: 0.785
**Strongest force on any atom**: 8.5 eV Å⁻¹


(2)
An isolated molecule of C12H19NSi in a non-equilibrium geometry. Source: the Open Molecules 2025 dataset; level of theory: ωB97M-V/def2-TZVPD.

Geometry as XYZ:
```
33
Properties=species:S:1:pos:R:3
C 1.410 -2.844 -1.042
C 1.779 -2.562 0.234
C 0.111 -2.610 -1.422
C 1.147 -1.612 1.041
C -0.736 -1.742 -0.684
C -0.113 -1.176 0.487
C -2.030 -1.479 -1.039
C -0.655 1.060 1.256
C -1.620 -0.892 2.409
C 0.988 3.710 0.445
C -1.015 2.014 -1.523
C 1.671 1.081 -0.810
N -0.816 -0.280 1.429
Si 0.240 2.099 -0.125
H 1.959 -3.579 -1.570
H 2.842 -2.971 0.551
H -0.183 -3.053 -2.416
H 1.539 -1.267 2.008
H -2.671 -0.794 -0.484
H -2.566 -1.822 -1.874
H -1.188 1.728 1.854
H -2.692 -0.576 2.487
H -1.783 -1.907 2.129
H -1.250 -0.921 3.476
H 1.271 4.367 -0.379
H 0.238 4.114 1.134
H 1.987 3.597 0.902
H -1.324 0.959 -1.261
H -1.856 2.773 -1.624
H -0.598 2.038 -2.493
H 1.456 0.361 -1.655
H 2.295 1.800 -1.362
H 2.162 0.388 -0.079
```

Results
**LUMO (alpha / beta)**: -1.08 / -1.07 eV
**HOMO level (alpha / beta)**: -5.3387 / -5.3416 eV
**2S+1**: 1
**Strongest force on any atom**: 6.0 eV Å⁻¹


(3)
An isolated molecule of C4H7NO2 in a non-equilibrium geometry. Source: the Open Molecules 2025 dataset; level of theory: ωB97M-V/def2-TZVPD.

Geometry as XYZ:
```
14
Properties=species:S:1:pos:R:3
C 0.311 -0.464 -1.480
N 0.464 -0.101 -0.161
C 1.467 -0.624 0.675
O 1.622 -0.412 1.883
C -0.389 0.970 0.437
C -1.591 0.243 0.869
O -1.982 -0.840 0.689
H -0.711 -0.985 -1.641
H 0.198 0.331 -2.173
H 1.135 -1.088 -1.826
H 2.258 -1.178 0.196
H -0.379 1.837 -0.128
H 0.049 1.361 1.470
H -2.453 0.949 1.188
```

Results
**LUMO**: 0.77 eV
**HOMO level**: -9.4076 eV
**2S+1**: 1
**Strongest force on any atom**: 6.9 eV Å⁻¹
**SMILES**: CN(C=O)CC=O


(4)
A structure of composition C34H36AsCeF6NOP in a non-equilibrium geometry. Source: the Open Molecules 2025 dataset; level of theory: ωB97M-V/def2-TZVPD.

Geometry as XYZ:
```
81
Properties=species:S:1:pos:R:3
Ce 1.121 0.605 -1.618
C 2.376 -3.702 -2.538
C 1.568 -3.226 -1.301
C 1.491 -4.274 -0.232
C 0.221 -2.699 -1.764
C -0.870 -3.635 -2.189
O -2.038 -3.238 -1.457
C -1.676 -2.064 -0.765
N -0.380 -1.813 -0.757
C -2.802 -1.512 -0.025
C -3.829 -2.381 0.370
C -4.898 -1.964 1.194
C -4.990 -0.625 1.580
C -4.050 0.299 1.147
C -2.928 -0.109 0.412
P -1.688 1.107 -0.121
C -2.592 2.168 -1.309
C -2.934 1.708 -2.571
C -3.781 2.436 -3.354
C -4.275 3.675 -2.989
C -3.819 4.203 -1.743
C -3.077 3.424 -0.850
C -1.296 2.294 1.265
C -0.493 3.442 0.991
C -0.102 4.271 2.037
C -0.547 4.019 3.358
C -1.331 2.890 3.581
C -1.728 2.028 2.545
H 3.386 -4.019 -2.259
H 2.357 -2.889 -3.301
H 1.824 -4.560 -2.998
H 2.048 -2.254 -0.986
H 1.168 -5.280 -0.595
H 0.718 -3.999 0.462
H 2.461 -4.374 0.338
H 0.576 -2.047 -2.620
H -0.763 -4.686 -1.971
H -1.118 -3.559 -3.283
H -3.786 -3.415 0.133
H -5.500 -2.745 1.608
H -5.815 -0.321 2.184
H -4.137 1.349 1.362
H -2.463 0.784 -2.919
H -3.986 2.126 -4.415
H -5.018 4.227 -3.573
H -4.149 5.192 -1.416
H -2.905 3.823 0.135
H -0.219 3.678 -0.053
H 0.549 5.099 1.767
H -0.235 4.633 4.214
H -1.602 2.648 4.618
H -2.331 1.148 2.705
C 4.103 0.923 1.234
C 2.826 0.294 1.775
C 2.263 1.360 2.817
C 1.854 0.141 0.638
C 3.176 -0.977 2.528
C 2.184 -2.011 2.671
C 2.504 -3.250 3.200
C 3.798 -3.410 3.779
C 4.755 -2.419 3.640
C 4.403 -1.176 3.152
H 3.833 1.826 0.580
H 4.836 0.327 0.650
H 4.680 1.374 2.055
H 2.314 2.343 2.286
H 2.907 1.320 3.765
H 1.163 1.257 3.043
H 0.914 -0.393 0.945
H 1.252 -1.810 2.195
H 1.803 -4.078 3.106
H 4.128 -4.324 4.243
H 5.751 -2.678 3.922
H 5.038 -0.306 3.307
F -0.608 0.607 -3.014
As 1.359 3.673 -6.922
F 2.012 2.728 -8.285
F 2.893 0.107 -2.716
F 0.826 5.038 -7.989
F 1.554 2.627 -1.904
F -0.235 2.997 -6.733
```

Results
**Total charge**: +2
**LUMO (alpha / beta)**: -8.77 / -10.18 eV
**HOMO level (alpha / beta)**: -13.8305 / -13.8302 eV
**2S+1**: 2
**⟨S²⟩**: 0.769
**Strongest force on any atom**: 4.9 eV Å⁻¹


(5)
A cluster of 3 separate species, C5H16O2 in total in a non-equilibrium geometry. Source: the Open Molecules 2025 dataset; level of theory: ωB97M-V/def2-TZVPD.

Geometry as XYZ:
```
23
Properties=species:S:1:pos:R:3
C 2.242 -1.449 -0.110
C 0.823 -1.061 -0.558
C 0.421 0.317 0.009
C -0.109 0.199 1.460
C -1.460 -0.527 1.538
H 2.798 -2.026 -0.846
H 2.170 -2.033 0.804
H 2.889 -0.598 0.122
H 0.188 -1.850 -0.183
H 0.764 -1.026 -1.647
H 1.293 0.975 -0.021
H -0.393 0.811 -0.523
H 0.613 -0.415 2.022
H -0.091 1.179 1.922
H -1.741 -0.593 2.589
H -2.176 0.111 1.020
H -1.377 -1.533 1.141
O 0.674 3.389 -1.355
H 1.139 2.541 -1.475
H 0.231 3.531 -2.189
O -3.295 0.105 -1.212
H -2.726 0.510 -1.830
H -2.875 -0.556 -0.678
```

Results
**LUMO**: 0.61 eV
**HOMO level**: -11.0773 eV
**2S+1**: 1
**Strongest force on any atom**: 2.2 eV Å⁻¹
**SMILES**: CCCCC.O.O


(6)
A structure of composition C6H12AlBr6NO3 in a non-equilibrium geometry. Source: the Open Molecules 2025 dataset; level of theory: ωB97M-V/def2-TZVPD.

Geometry as XYZ:
```
29
Properties=species:S:1:pos:R:3
Al -2.291 -4.101 17.872
N -2.807 -2.638 14.782
O -3.364 -2.270 13.755
O -2.957 -2.026 15.845
O -2.309 -3.698 14.888
Br -6.454 -0.033 13.072
C -4.549 0.650 12.881
C -4.132 0.002 11.597
Br -5.318 0.607 10.089
H -4.002 0.237 13.729
H -4.493 1.734 12.975
H -4.083 -1.084 11.678
H -3.092 0.237 11.373
Br -2.028 -7.364 10.749
C -0.521 -7.415 12.104
C -0.329 -6.085 12.826
Br 1.474 -6.273 13.704
H 0.384 -7.547 11.511
H -0.616 -8.221 12.831
H -1.099 -5.942 13.585
H -0.287 -5.261 12.115
Br -0.194 -0.543 13.924
C -0.265 -1.550 12.238
C 0.926 -2.517 12.243
Br 1.058 -3.610 10.528
H -0.348 -0.830 11.424
H -1.183 -2.134 12.168
H 0.899 -3.139 13.138
H 1.819 -1.897 12.320
```

Results
**Total charge**: +2
**LUMO**: -13.12 eV
**HOMO level**: -15.0122 eV
**2S+1**: 1
**Strongest force on any atom**: 5.2 eV Å⁻¹


(7)
An isolated molecule of C4H6O2 in a non-equilibrium geometry. Source: the Open Molecules 2025 dataset; level of theory: ωB97M-V/def2-TZVPD.

Geometry as XYZ:
```
12
Properties=species:S:1:pos:R:3
O 2.668 0.869 -0.729
C 1.446 0.807 -0.816
C 0.599 -0.526 -0.561
C -0.766 -0.198 -0.138
C -1.261 -0.233 1.357
O -0.759 1.011 0.710
H 0.748 1.897 -1.030
H 0.583 -1.227 -1.567
H 1.269 -1.065 0.230
H -1.511 -0.267 -1.017
H -2.351 -0.402 1.406
H -0.666 -0.667 2.154
```

Results
**LUMO**: 0.98 eV
**HOMO level**: -9.6507 eV
**2S+1**: 1
**Strongest force on any atom**: 3.8 eV Å⁻¹
**SMILES**: O=CC[C@H]1CO1


(8)
An isolated molecule of C4H4N2 in a non-equilibrium geometry. Source: the Open Molecules 2025 dataset; level of theory: ωB97M-V/def2-TZVPD.

Geometry as XYZ:
```
10
Properties=species:S:1:pos:R:3
N -0.236 -1.395 -0.620
C -0.271 0.637 0.756
C 0.447 -0.376 0.024
C 1.684 -0.027 0.154
C -0.760 1.800 0.096
N -1.195 2.716 -0.471
H -0.730 -1.077 -1.435
H -0.714 -2.062 -0.040
H -0.865 0.306 1.617
H 2.639 -0.522 -0.082
```

Results
**LUMO (alpha / beta)**: -0.76 / -1.18 eV
**HOMO level (alpha / beta)**: -9.3251 / -9.8232 eV
**2S+1**: 1
**Strongest force on any atom**: 1.6 eV Å⁻¹


(9)
A structure of composition C37H44F2KN8S. Source: the Open Molecules 2025 dataset; level of theory: ωB97M-V/def2-TZVPD.

Geometry as XYZ:
```
93
Properties=species:S:1:pos:R:3
K -0.611 0.449 -0.436
C -0.963 2.749 -2.570
N 0.084 2.827 -1.560
C -0.077 4.004 -0.733
C 1.391 2.585 -2.072
C 2.406 3.529 -2.012
C 3.684 3.269 -2.503
C 3.941 2.044 -3.097
C 2.944 1.085 -3.170
C 1.657 1.298 -2.635
N 0.737 0.306 -2.503
C 0.490 -0.638 -3.431
C 0.618 -0.440 -4.827
C 0.193 -1.384 -5.744
C -0.371 -2.579 -5.318
C -0.480 -2.818 -3.948
C -0.063 -1.889 -3.012
N -0.151 -2.117 -1.599
C -1.115 -3.111 -1.174
C 1.157 -2.364 -1.012
H -0.914 3.600 -3.269
H -1.944 2.752 -2.088
H -0.857 1.824 -3.133
H -0.022 4.944 -1.309
H 0.689 4.025 0.042
H -1.052 3.962 -0.243
H 2.213 4.504 -1.581
H 4.456 4.025 -2.426
H 4.927 1.826 -3.492
H 3.152 0.114 -3.605
H 1.029 0.503 -5.168
H 0.287 -1.183 -6.806
H -0.716 -3.319 -6.029
H -0.908 -3.760 -3.624
H -0.823 -4.143 -1.433
H -2.085 -2.901 -1.625
H -1.220 -3.058 -0.088
H 1.562 -3.345 -1.318
H 1.086 -2.340 0.079
H 1.845 -1.583 -1.336
C 2.146 2.460 2.689
C 1.361 2.920 3.744
C -0.009 2.835 3.656
C -0.599 2.283 2.498
N 0.173 1.765 1.526
C 1.491 1.879 1.619
C -2.028 2.278 2.300
C -2.888 3.185 2.858
C -4.218 3.299 2.421
C -4.593 2.600 1.279
C -3.760 1.673 0.681
N -2.589 1.246 1.441
C -4.023 0.996 -0.555
C -5.306 1.018 -1.162
C -5.523 0.347 -2.338
C -4.469 -0.342 -2.943
C -3.252 -0.327 -2.291
N -3.023 0.286 -1.132
H 3.225 2.528 2.714
H 1.828 3.331 4.632
H -0.635 3.170 4.472
H 2.056 1.494 0.771
H -2.500 3.918 3.557
H -4.871 4.052 2.841
H -5.521 2.870 0.788
H -6.118 1.543 -0.681
H -6.508 0.351 -2.792
H -4.597 -0.870 -3.878
H -2.391 -0.820 -2.737
F -1.743 -0.561 2.588
C -2.878 0.061 2.136
F -3.640 0.236 3.289
H -3.431 -0.641 1.510
C 2.822 -3.447 5.167
N 1.827 -3.413 4.100
C 0.485 -3.190 4.628
C 2.205 -2.576 3.028
S 1.475 -1.118 2.744
N 3.218 -3.085 2.283
C 3.859 -2.338 1.217
C 3.672 -4.456 2.405
H 2.819 -2.510 5.739
H 3.819 -3.593 4.753
H 2.597 -4.271 5.845
H 0.265 -3.996 5.330
H -0.239 -3.211 3.817
H 0.388 -2.227 5.138
H 3.442 -1.338 1.172
H 3.694 -2.833 0.257
H 4.935 -2.278 1.402
H 3.006 -5.011 3.058
H 4.691 -4.500 2.804
H 3.677 -4.923 1.417
```

Results
**Total charge**: -1
**LUMO**: 2.16 eV
**HOMO level**: -3.0292 eV
**2S+1**: 1
**Strongest force on any atom**: 1.0 eV Å⁻¹


(10)
An isolated molecule of C4H6N2O in a non-equilibrium geometry. Source: the Open Molecules 2025 dataset; level of theory: ωB97M-V/def2-TZVPD.

Geometry as XYZ:
```
13
Properties=species:S:1:pos:R:3
C 1.804 -0.778 0.489
C -1.739 1.564 0.544
O -0.575 1.203 0.145
C -0.224 0.100 -0.510
N 1.143 -0.109 -0.630
C -1.259 -0.741 -0.952
N -2.166 -1.364 -1.340
H 2.823 -1.042 0.195
H 1.869 -0.089 1.337
H 1.280 -1.687 0.817
H -1.767 2.498 1.082
H -2.596 0.926 0.355
H 1.407 -0.480 -1.532
```

Results
**LUMO (alpha / beta)**: -0.29 / 0.26 eV
**HOMO level (alpha / beta)**: -7.8704 / -7.8832 eV
**2S+1**: 1
**Strongest force on any atom**: 1.4 eV Å⁻¹


(11)
A structure of composition C8H17AsF5. Source: the Open Molecules 2025 dataset; level of theory: ωB97M-V/def2-TZVPD.

Geometry as XYZ:
```
31
Properties=species:S:1:pos:R:3
C 3.892 -1.247 -0.680
C 3.121 -0.306 0.236
C 2.336 0.753 -0.532
C 1.576 1.746 0.361
C 0.065 1.520 0.361
C -0.372 0.207 0.977
As -2.388 0.003 1.260
C -2.533 -0.899 -0.715
F -1.728 -0.271 -1.652
F -2.108 -2.212 -0.704
C -3.911 -0.948 -1.366
F -3.897 -1.428 -2.634
F -4.465 0.274 -1.421
F -4.743 -1.741 -0.671
H 4.681 -0.714 -1.220
H 4.356 -2.065 -0.124
H 3.224 -1.692 -1.423
H 2.428 -0.880 0.859
H 3.813 0.192 0.926
H 3.033 1.283 -1.194
H 1.616 0.248 -1.187
H 1.942 1.653 1.393
H 1.793 2.773 0.049
H -0.428 2.345 0.894
H -0.302 1.570 -0.671
H 0.032 0.116 1.995
H -0.028 -0.659 0.399
H -2.630 1.413 0.560
H -3.952 -0.200 1.401
H -2.124 -1.472 1.807
H -2.300 0.639 2.718
```

Results
**Total charge**: -1
**LUMO**: 3.41 eV
**HOMO level**: -3.6584 eV
**2S+1**: 1
**Strongest force on any atom**: 0.4 eV Å⁻¹


(12)
An isolated molecule of C3H7N3 in a non-equilibrium geometry. Source: the Open Molecules 2025 dataset; level of theory: ωB97M-V/def2-TZVPD.

Geometry as XYZ:
```
13
Properties=species:S:1:pos:R:3
N 1.628 -1.123 0.166
C 0.724 -0.589 -0.849
C -0.664 -0.508 -0.296
N -1.069 1.358 1.054
C -1.340 0.673 -0.108
N -1.980 0.835 -1.096
H 2.555 -1.268 -0.230
H 1.736 -0.429 0.905
H 0.712 -1.296 -1.691
H 1.008 0.395 -1.262
H -1.080 -1.434 0.098
H -0.366 1.630 1.729
H -1.864 1.756 1.579
```

Results
**LUMO (alpha / beta)**: 0.24 / 0.20 eV
**HOMO level (alpha / beta)**: -8.6064 / -8.8961 eV
**2S+1**: 1
**Strongest force on any atom**: 6.9 eV Å⁻¹


> What is the 2S+1 in the first record?

2


What did the fifth record say?
A cluster of 3 separate species, C5H16O2 in total in a non-equilibrium geometry. Source: the Open Molecules 2025 dataset; level of theory: ωB97M-V/def2-TZVPD.

Geometry as XYZ:
```
23
Properties=species:S:1:pos:R:3
C 2.242 -1.449 -0.110
C 0.823 -1.061 -0.558
C 0.421 0.317 0.009
C -0.109 0.199 1.460
C -1.460 -0.527 1.538
H 2.798 -2.026 -0.846
H 2.170 -2.033 0.804
H 2.889 -0.598 0.122
H 0.188 -1.850 -0.183
H 0.764 -1.026 -1.647
H 1.293 0.975 -0.021
H -0.393 0.811 -0.523
H 0.613 -0.415 2.022
H -0.091 1.179 1.922
H -1.741 -0.593 2.589
H -2.176 0.111 1.020
H -1.377 -1.533 1.141
O 0.674 3.389 -1.355
H 1.139 2.541 -1.475
H 0.231 3.531 -2.189
O -3.295 0.105 -1.212
H -2.726 0.510 -1.830
H -2.875 -0.556 -0.678
```

Results
**LUMO**: 0.61 eV
**HOMO level**: -11.0773 eV
**2S+1**: 1
**Strongest force on any atom**: 2.2 eV Å⁻¹
**SMILES**: CCCCC.O.O